# C15H33As3BF4IrS2

A structure of composition C15H33As3BF4IrS2 (wB97M-V/def2-TZVPD, the Open Molecules 2025 dataset).

For the total energy, the calculation gives -8623.84688 a.u. The value obtained for the HOMO energy (spin up / spin down) is -6.92 / -8.62 eV. For the orbital gap (spin up / spin down), the calculation gives 0.26269 / 0.22909 Eh. As for the multiplicity: 5. For the max |F|, the calculation gives 0.5 eV/A.

```
59
Properties=species:S:1:pos:R:3:lowdin_spin:R:1
Ir 0.5948 1.2383 -1.5217 2.029
C 4.9316 2.8392 -2.3923 0.021
C 3.4618 2.6383 -2.1281 0.196
S 2.9411 1.0288 -2.1783 0.451
C 2.6307 3.7402 -1.8860 0.228
C 3.1660 5.1464 -1.9188 0.025
S 0.9573 3.6281 -1.6190 0.460
H 5.4281 1.8800 -2.5100 0.004
H 5.4090 3.3762 -1.5713 0.005
H 5.0861 3.4185 -3.3043 0.007
H 4.2298 5.1892 -2.1249 0.002
H 2.9774 5.6400 -0.9635 0.007
H 2.6437 5.7229 -2.6846 0.007
C -3.1492 1.3990 -2.0577 0.025
As -1.6078 0.2163 -1.9781 0.146
C -1.7765 -0.7353 -3.6533 0.032
C -2.1626 -1.1665 -0.7190 0.014
C -1.8960 -1.0037 0.7925 0.002
C -2.4183 0.3464 1.2718 0.006
C -0.4129 -1.1946 1.1392 0.023
As 0.8552 0.2394 0.7532 0.148
C 0.7686 1.3596 2.3446 0.033
C 2.5254 -0.6826 1.0574 0.028
C -2.7045 -2.1480 1.4449 0.001
As -2.6578 -2.7228 3.3479 0.000
C -2.0290 -1.1669 4.3771 0.000
C -0.9908 -3.7627 3.3876 0.000
H -4.0491 0.7993 -2.1997 0.003
H -3.0309 2.0795 -2.8997 0.000
H -3.2409 1.9818 -1.1441 0.000
H -2.7416 -1.2435 -3.6877 0.004
H -0.9685 -1.4605 -3.7195 0.001
H -1.7049 -0.0258 -4.4767 0.001
H -1.6847 -2.0777 -1.0745 0.000
H -3.2429 -1.2648 -0.8795 0.002
H -1.9029 1.1729 0.7674 0.007
H -2.2767 0.4744 2.3438 0.000
H -3.4848 0.4403 1.0574 0.000
H -0.0241 -2.0812 0.6368 0.000
H -0.3163 -1.3525 2.2150 0.003
H 0.8757 0.7352 3.2333 0.005
H -0.1711 1.9048 2.3906 0.000
H 1.5893 2.0754 2.3062 0.000
H 2.4905 -1.1626 2.0369 0.004
H 3.3443 0.0350 1.0248 0.002
H 2.6574 -1.4313 0.2807 0.001
H -2.4641 -3.0788 0.9209 0.000
H -3.7661 -1.9632 1.2492 0.000
H -2.7975 -0.3959 4.4037 0.000
H -1.0973 -0.7400 4.0090 0.000
H -1.8703 -1.5157 5.3974 0.000
H -0.9837 -4.4593 2.5503 0.000
H -0.9793 -4.3401 4.3115 0.000
H -0.0901 -3.1536 3.3443 0.000
F 0.1013 -3.5915 -1.0521 0.001
B 1.0435 -2.9230 -1.8366 0.005
F 0.9859 -3.3281 -3.1451 0.001
F 2.3049 -3.0634 -1.2875 0.001
F 0.6938 -1.5095 -1.7820 0.058
```

***

# C15H33BBeBr2Cl2F8KLiN5O9PS

A structure of composition C15H33BBeBr2Cl2F8KLiN5O9PS (wB97M-V/def2-TZVPD, the Open Molecules 2025 dataset).

For the total energy, the calculation gives -9795.07151 a.u. The value obtained for the HOMO energy is -6.46 eV. For the orbital gap, the calculation gives 0.04500 Eh. For the max |F|, the calculation gives 5.8 eV/A.

```
80
Properties=species:S:1:pos:R:3:mulliken_charge:R:1
N 1.1042 -3.3532 0.3744 -0.611
B 0.7242 -1.9634 0.7767 0.542
O 0.8565 -1.4543 2.1227 -0.420
C 0.1437 -0.8561 -0.3077 -0.497
N -0.7173 0.1540 0.4334 -0.125
C -0.8295 1.2915 -0.5584 -0.789
C -1.7030 0.8557 -1.8272 -0.187
C -1.3132 1.8678 -3.0312 0.168
F -2.4151 1.9535 -4.0054 -0.502
F -1.1107 3.1929 -2.4550 -0.330
C 0.0420 1.5083 -3.7765 0.969
F -0.3367 0.7196 -4.9616 -0.448
F 0.9397 0.7104 -3.0379 -0.147
C 0.8529 2.7656 -4.3261 0.429
F 0.0300 3.7042 -4.9739 -0.204
F 1.7769 2.2999 -5.3383 -0.249
F 1.6615 3.3279 -3.3350 -0.138
N -1.6826 -0.5911 -2.2025 0.033
C -0.7663 -1.5104 -1.4374 -0.017
P 0.2710 -2.5108 -2.7143 0.382
S -0.5487 -4.2448 -3.1319 -0.289
H 1.2828 -3.9035 1.2361 0.251
H 2.0460 -3.2784 -0.0568 0.240
H 1.4163 -0.6472 2.0026 0.267
H 1.0575 -0.2750 -0.6728 -0.012
H -1.6839 -0.2348 0.4464 0.065
H 0.1858 1.7461 -0.8113 0.319
H -1.4365 2.0973 -0.0059 0.389
H -2.7940 1.1249 -1.5789 0.556
H -1.4739 -0.7143 -3.2191 0.404
H -2.6520 -0.9599 -2.0965 0.520
H -1.4210 -2.3065 -0.9273 0.241
H 1.5795 -2.6620 -2.1453 0.124
H 0.3539 -1.6944 -3.9073 -0.130
F 1.5142 4.7826 -5.6283 -0.837
Li -2.4891 3.7515 -4.1517 0.909
Br 3.3469 1.7239 0.3515 -0.028
C 4.3974 3.0094 -0.6699 -0.133
C 5.5636 2.3447 -1.3499 -0.608
Br 7.0019 1.9690 -0.0868 0.006
H 4.7005 3.8058 0.0302 0.213
H 3.7054 3.4224 -1.4058 0.110
H 6.0061 3.0083 -2.0943 0.435
H 5.3024 1.3990 -1.8233 0.357
O 11.0761 2.1832 -1.4782 -0.645
Cl 10.8293 0.7615 -1.3615 1.647
O 10.4806 0.4435 0.0092 -0.650
O 12.0156 0.0289 -1.7419 -0.665
O 9.7295 0.3902 -2.2341 -0.667
Be 5.7855 4.0946 1.3344 0.577
C -2.4807 -1.9634 3.6349 -0.705
C -3.9753 -1.7132 3.4861 -0.629
N -4.4591 -1.9194 2.1229 0.354
C -5.8065 -1.3950 1.8941 -0.491
C -6.9533 -2.0296 2.6701 -1.135
C -4.1901 -3.2273 1.5349 -0.449
C -4.7113 -4.4597 2.2709 -1.259
H -1.9086 -1.3671 2.9174 -0.311
H -2.1512 -1.6821 4.6407 0.637
H -2.2279 -3.0175 3.4933 0.223
H -4.1552 -0.6719 3.7709 0.470
H -4.5171 -2.3319 4.2110 0.270
H -6.0366 -1.4407 0.8233 0.254
H -5.7949 -0.3243 2.1316 0.386
H -7.2077 -3.0199 2.2820 0.236
H -7.8650 -1.3950 2.5636 0.283
H -6.7388 -2.1151 3.7346 0.378
H -3.1038 -3.3349 1.4231 0.028
H -4.5673 -3.2467 0.5051 0.443
H -4.5016 -4.4274 3.3415 0.260
H -4.2251 -5.3560 1.8730 0.423
H -5.7833 -4.5926 2.1295 0.289
N 4.7691 5.9007 4.4361 0.868
O 5.1429 5.2233 3.4393 -0.600
O 4.1124 5.3581 5.3302 -0.544
O 5.0607 7.0989 4.5108 -0.569
O -0.1932 -0.8208 5.1066 -0.713
H -0.2906 -0.7248 4.1584 0.306
K 0.9423 -0.0644 -6.5521 1.055
Cl -8.5892 -0.2182 3.8661 -0.584
```

***

# C15H33BClN4O2P2S

A cluster of 4 separate species, C15H33BClN4O2P2S in total (wB97M-V/def2-TZVPD, the Open Molecules 2025 dataset).

For the total energy, the calculation gives -2526.94622 a.u. The value obtained for the HOMO energy is -3.61 eV. The charge is -1. For the orbital gap, the calculation gives 0.22496 Eh. For the max |F|, the calculation gives 0.4 eV/A.

```
59
Properties=species:S:1:pos:R:3:nbo_charge:R:1
C -2.8676 2.8377 2.2707 -0.607
C -1.5491 2.5222 1.5690 -0.206
N -1.5311 1.1594 1.0410 -0.879
B -0.6694 0.8506 -0.1767 -0.284
S -0.7356 -1.1130 -0.2386 -0.376
P 1.2784 1.2615 -0.1131 0.798
C 1.4478 3.0931 -0.0561 -0.961
O 1.5068 1.0337 1.5693 -1.009
P -1.6823 1.3649 -1.8381 0.914
O -2.3732 2.8441 -1.4772 -1.016
Cl -0.1774 2.1283 -3.1313 -0.410
H -3.1502 2.0099 2.9304 0.193
H -3.6662 2.9586 1.5327 0.207
H -2.8062 3.7542 2.8684 0.186
H -1.4275 3.2113 0.7357 0.188
H -0.7093 2.6981 2.2579 0.166
H -1.2141 0.5445 1.7866 0.363
H 0.0473 -1.3187 -1.3050 0.142
H 0.6969 3.6279 0.5250 0.216
H 2.4199 3.3064 0.3943 0.208
H 1.4595 3.4939 -1.0740 0.230
H 2.0746 0.2615 1.6611 0.476
H -1.7443 3.5613 -1.6262 0.484
C -1.2829 -3.4811 -6.2180 -0.611
C -1.2673 -4.0037 -4.7876 -0.381
C -1.3197 -2.8896 -3.7402 -0.517
C -0.1613 -1.9981 -3.8166 0.292
N 0.7481 -1.2966 -3.8807 -0.340
H -0.4189 -2.8433 -6.4139 0.215
H -1.2643 -4.3048 -6.9327 0.204
H -2.1812 -2.8901 -6.4084 0.202
H -0.3624 -4.5928 -4.6196 0.200
H -2.1115 -4.6724 -4.6158 0.219
H -1.3342 -3.3166 -2.7393 0.259
H -2.2225 -2.2827 -3.8359 0.252
C -3.0450 -4.0642 1.6175 -0.619
C -1.7002 -4.7760 1.5462 -0.373
C -1.0306 -4.6349 0.1732 -0.539
C -1.8496 -5.1830 -0.9065 0.315
N -2.4864 -5.5705 -1.7830 -0.381
H -3.7536 -4.4951 0.9072 0.208
H -3.4751 -4.1516 2.6163 0.205
H -2.9374 -3.0064 1.3809 0.233
H -1.8184 -5.8377 1.7792 0.193
H -1.0158 -4.3595 2.2870 0.211
H -0.0609 -5.1359 0.1504 0.241
H -0.8668 -3.5761 -0.0508 0.291
C 4.5810 2.6264 2.5515 -0.615
C 5.2218 3.8150 3.2550 -0.376
C 4.1920 4.7214 3.9420 -0.507
C 3.2407 5.3065 2.9966 0.284
N 2.5006 5.7642 2.2456 -0.324
H 3.9066 2.9482 1.7603 0.231
H 5.3406 1.9859 2.1032 0.212
H 3.9966 2.0224 3.2479 0.209
H 5.7988 4.4108 2.5446 0.203
H 5.9199 3.4683 4.0203 0.198
H 4.6804 5.5405 4.4725 0.239
H 3.6222 4.1474 4.6765 0.242
```